Entry 1:
A molecular structure, C32H56N3OP2Pb at a distorted geometry, computed with wB97M-V/def2-TZVPD.

- LUMO level (eV) = -3.2387
- HOMO-LUMO gap (eV) = 4.394

```
! wB97M-V def2-TZVPD RIJCOSX def2/J DEFGRID3
* xyz 1 1
C -0.957 1.661 -2.094
C -2.200 -0.178 -1.210
C -2.079 2.129 -2.785
C -3.385 0.377 -1.751
C -3.319 1.505 -2.562
H -1.984 3.039 -3.404
H -4.326 -0.170 -1.585
H -4.218 1.886 -3.032
N -1.028 0.564 -1.292
P 1.740 2.415 -1.161
P -1.939 -2.249 0.927
C 0.371 2.449 -2.383
H 0.821 2.109 -3.370
H 0.098 3.534 -2.514
C 2.894 -0.652 2.379
O 3.255 -0.941 3.436
C -2.334 -1.584 -0.742
H -3.243 -2.069 -1.216
C -2.469 -4.113 1.021
C -2.260 -1.268 2.594
C 3.331 1.960 -2.086
C 1.674 4.214 -0.544
C -1.147 -4.897 1.173
H -0.738 -4.799 2.194
H -1.375 -5.961 1.012
H -0.379 -4.589 0.449
C -3.389 -4.529 2.193
H -2.976 -4.352 3.205
H -4.389 -4.073 2.120
H -3.522 -5.626 2.109
C -3.191 -4.457 -0.298
H -3.028 -5.520 -0.539
H -4.278 -4.282 -0.235
H -2.777 -3.867 -1.120
C -1.621 -2.088 3.737
H -0.522 -2.052 3.690
H -1.944 -1.651 4.700
H -1.904 -3.149 3.745
C -1.614 0.132 2.548
H -0.510 0.081 2.591
H -1.901 0.743 1.659
H -1.921 0.690 3.461
C -3.790 -1.149 2.723
H -4.247 -2.122 3.022
H -4.013 -0.401 3.524
H -4.265 -0.796 1.768
C 2.844 4.395 0.433
H 2.764 5.395 0.888
H 2.813 3.649 1.240
H 3.817 4.350 -0.083
C 0.338 4.314 0.208
H -0.533 4.126 -0.439
H 0.302 3.617 1.059
H 0.240 5.338 0.601
C 1.762 5.319 -1.618
H 1.945 6.270 -1.077
H 2.595 5.178 -2.321
H 0.832 5.453 -2.196
C 3.052 0.703 -2.955
H 2.607 0.977 -3.928
H 4.001 0.177 -3.163
H 2.390 -0.033 -2.466
C 4.399 1.643 -0.997
H 4.077 0.833 -0.306
H 5.327 1.318 -1.497
H 4.651 2.540 -0.395
C 3.886 3.097 -2.970
H 3.175 3.443 -3.736
H 4.230 3.957 -2.376
H 4.777 2.708 -3.499
Pb 1.022 0.310 0.492
N 0.200 -1.904 -0.356
C -0.562 -2.404 -1.209
C -0.258 -3.186 -2.541
C -1.466 -3.878 -3.137
C 0.193 -2.179 -3.598
C 0.840 -4.238 -2.258
H -1.765 -4.754 -2.536
H -2.329 -3.205 -3.265
H -1.173 -4.254 -4.141
H 1.078 -1.591 -3.303
H 0.457 -2.710 -4.523
H -0.632 -1.477 -3.809
H 1.401 -4.476 -3.201
H 1.551 -3.865 -1.499
H 0.394 -5.182 -1.863
C 1.689 2.396 6.141
C 1.905 3.205 4.844
C 1.629 2.491 3.625
N 1.404 1.969 2.606
H 0.638 2.102 6.236
H 1.955 3.002 7.012
H 2.323 1.503 6.139
H 1.258 4.104 4.866
H 2.958 3.552 4.813
*
```

Entry 2:
A single C4H3N5S molecule at a distorted geometry, computed with wB97M-V/def2-TZVPD.

- energy above the lowest of the compared OMol25 structures with the same formula, charge and spin (kcal/mol) = 13.1
- LUMO level (eV) = -0.3527
- HOMO-LUMO gap (eV) = 8.944

```
! wB97M-V def2-TZVPD RIJCOSX def2/J DEFGRID3
* xyz 0 1
N 1.105 1.972 0.050
C 0.709 0.713 -0.120
N 1.595 -0.281 -0.110
C 1.181 -1.569 -0.157
N -0.061 -2.056 -0.022
C -0.975 -1.014 0.039
N -2.287 -1.371 0.161
N -3.022 -0.390 -0.056
S -2.199 1.100 -0.171
C -0.666 0.321 -0.115
H 2.099 2.055 0.251
H 0.537 2.748 0.589
H 1.984 -2.228 -0.337
*
```

Entry 3:
4 unconnected molecules or ions with the total composition C6H10O at a distorted geometry, computed with wB97M-V/def2-TZVPD.

- energy above the lowest of the compared OMol25 structures with the same formula, charge and spin (kcal/mol) = 341.9
- LUMO level (spin up / spin down) (eV) = -1.2189 / -1.1692
- HOMO-LUMO gap (spin up / spin down) (eV) = 5.676 / 5.809

```
! wB97M-V def2-TZVPD RIJCOSX def2/J DEFGRID3
* xyz 0 1
C 0.032 -2.566 0.317
C -0.376 -1.182 0.295
C 0.165 -0.010 0.759
O 1.400 0.485 0.381
C 1.072 1.832 0.049
C 0.017 2.078 -0.951
C -0.342 2.114 0.329
H -1.052 -2.691 1.481
H 0.766 -2.665 1.090
H -0.621 -3.338 -0.094
H -1.366 -1.094 -0.119
H 1.442 -1.331 -1.637
H -0.289 0.367 1.684
H 1.864 2.503 0.353
H -0.420 2.605 -1.777
H 0.525 0.275 -2.083
H -0.988 2.587 1.081
*
```